[1]
22
Properties=species:S:1:pos:R:3:lowdin_charge:R:1 method="wB97M-V/def2-TZVPD" charge=0 orbital_gap_ev=9.6 lumo_energy_ev=0.7 e_homo_ev=-8.9 energy_ev=-32862.4767
F -0.434 -2.472 3.124 0.05
C -0.988 -1.668 2.189 -0.29
C -1.015 -2.096 0.870 -0.02
C -1.588 -1.260 -0.089 -0.10
C -2.119 -0.024 0.280 -0.11
C -2.077 0.381 1.615 -0.09
C -1.508 -0.444 2.585 -0.02
H -0.589 -3.074 0.608 0.13
H -1.618 -1.583 -1.138 0.11
H -2.568 0.630 -0.479 0.11
H -2.494 1.353 1.909 0.11
H -1.462 -0.151 3.642 0.12
C 1.879 0.317 0.180 -0.48
S 1.997 -0.528 -1.412 0.41
S 0.779 0.605 -2.591 0.40
C 1.888 1.927 -3.124 -0.50
H 2.484 -0.254 0.903 0.04
H 0.837 0.352 0.542 0.01
H 2.268 1.348 0.132 0.03
H 2.247 2.534 -2.276 0.03
H 2.762 1.527 -3.665 0.03
H 1.319 2.580 -3.808 0.03

[2]
52
Properties=species:S:1:pos:R:3:lowdin_charge:R:1 method="wB97M-V/def2-TZVPD" charge=+2 orbital_gap_ev=5.2 lumo_energy_ev=-8.9 e_homo_ev=-14.1 energy_ev=-41474.0737
P 0.661 -2.075 -2.167 0.85
P 0.488 1.872 -1.476 0.89
C 0.677 -0.642 -3.330 -0.52
C 1.239 0.735 -2.834 -0.35
H -0.310 -0.559 -3.987 -0.01
H 1.410 -0.925 -4.107 0.09
H 2.225 0.520 -2.392 0.10
H 1.395 1.404 -3.705 0.06
C -0.902 2.510 -2.535 -0.34
H -1.222 3.392 -1.975 0.09
H -1.967 2.059 -2.649 0.01
H -0.521 2.824 -3.500 0.04
C 1.571 3.352 -1.370 -0.24
H 1.472 4.016 -2.240 0.05
H 2.618 3.041 -1.272 0.06
H 1.273 3.922 -0.478 0.06
C -0.361 -3.276 -3.090 -0.25
H -0.052 -4.273 -2.740 0.08
H -0.108 -3.153 -4.147 0.01
H -1.437 -3.122 -2.902 0.05
C 2.303 -2.682 -2.501 -0.24
H 2.963 -1.829 -2.389 0.05
H 2.261 -3.053 -3.526 0.05
H 2.574 -3.474 -1.798 0.07
Zr -1.612 0.087 -2.712 1.73
C -0.088 1.350 -5.567 -0.06
C -1.448 1.303 -5.346 -0.19
C -2.359 0.759 -6.401 -0.16
C -1.916 -0.662 -6.865 -0.16
C -1.101 -1.389 -5.859 -0.16
C 0.237 -1.544 -5.930 -0.14
C 1.149 -0.640 -6.718 -0.14
C 0.639 0.810 -6.784 -0.13
C -0.655 -0.233 -0.474 -0.31
H 0.533 2.048 -4.992 0.10
H -1.952 2.017 -4.702 0.08
H -2.415 1.435 -7.281 0.15
H -3.390 0.710 -6.011 0.12
H -2.823 -1.244 -7.059 0.13
H -1.376 -0.571 -7.813 0.12
H -1.693 -1.953 -5.125 0.10
H 0.773 -2.399 -5.498 0.11
H 1.256 -1.025 -7.754 0.15
H 2.190 -0.676 -6.336 0.13
H 1.510 1.479 -6.969 0.14
H -0.009 0.914 -7.676 0.13
H -0.136 0.476 0.233 0.00
H -0.010 -1.133 -0.409 -0.07
H -1.591 -0.467 0.059 0.02
O -3.559 1.257 0.012 0.17
N -2.919 1.015 -0.968 -0.22
O -3.368 -0.132 -1.753 -0.31

[3]
61
Properties=species:S:1:pos:R:3:lowdin_charge:R:1 method="wB97M-V/def2-TZVPD" charge=+1 orbital_gap_ev="7.4 / 7.4" lumo_energy_ev="-2.8 / -2.8" e_homo_ev="-10.2 / -10.2" energy_ev=-51662.8989
Pd -1.632 0.380 0.737 0.82
N -4.377 -1.456 0.423 0.13
C -4.602 -0.116 0.657 -0.26
C -5.960 0.249 0.712 0.00
C -6.309 1.543 0.973 -0.04
C -5.295 2.475 1.182 -0.04
C -3.997 2.055 1.101 -0.13
N -3.623 0.772 0.837 -0.02
C -3.254 -2.244 0.286 -0.28
C -3.481 -3.590 -0.049 0.00
C -2.413 -4.436 -0.173 -0.03
C -1.129 -3.941 0.053 -0.03
C -0.998 -2.619 0.379 -0.10
N -2.036 -1.754 0.481 0.04
H -5.233 -1.968 0.290 0.14
H -6.713 -0.509 0.551 0.12
H -7.351 1.827 1.018 0.12
H -5.503 3.512 1.393 0.12
H -3.189 2.746 1.235 0.05
H -4.492 -3.938 -0.207 0.12
H -2.569 -5.472 -0.439 0.12
H -0.249 -4.558 -0.035 0.12
H -0.020 -2.211 0.574 0.09
S -1.088 2.652 -0.213 0.63
C -0.838 3.174 1.438 -0.77
C -0.478 4.475 1.805 -0.09
C -0.391 4.791 3.144 -0.06
C -0.659 3.818 4.104 -0.07
C -0.994 2.556 3.661 -0.15
N -1.081 2.230 2.366 -0.05
H -0.283 5.214 1.042 0.11
H -0.120 5.795 3.441 0.11
H -0.606 4.036 5.160 0.10
H -1.207 1.754 4.360 0.11
C 4.843 -2.390 -3.863 -0.06
C 3.960 -1.163 -4.009 -0.19
N 3.542 -0.603 -2.719 -0.05
C 4.164 0.637 -2.267 -0.20
C 5.615 0.461 -1.853 -0.07
C 2.561 -1.238 -2.060 -0.44
O 1.976 -2.227 -2.480 0.08
C 2.141 -0.729 -0.705 -0.11
C 2.880 -0.947 0.448 0.02
C 2.330 -0.620 1.675 -0.01
C 1.046 -0.111 1.722 -0.10
N 0.327 0.090 0.608 -0.14
C 0.869 -0.195 -0.583 -0.08
H 5.152 -2.748 -4.844 0.08
H 4.300 -3.194 -3.368 0.07
H 5.741 -2.168 -3.288 0.07
H 3.060 -1.409 -4.574 0.12
H 4.479 -0.365 -4.541 0.12
H 3.574 1.042 -1.445 0.11
H 4.087 1.358 -3.084 0.13
H 5.713 -0.292 -1.070 0.07
H 6.016 1.401 -1.475 0.08
H 6.237 0.152 -2.693 0.07
H 3.869 -1.382 0.386 0.13
H 2.874 -0.768 2.596 0.12
H 0.561 0.161 2.649 0.11
H 0.252 0.003 -1.450 0.13

[4]
67
Properties=species:S:1:pos:R:3:lowdin_charge:R:1 method="wB97M-V/def2-TZVPD" charge=0 orbital_gap_ev=7.5 lumo_energy_ev=-0.4 e_homo_ev=-7.9 energy_ev=-45617.5976
H -1.984 -3.945 -0.774 0.05
N -1.045 -3.654 -1.024 0.17
C -0.813 -2.425 -0.786 -0.30
C -1.692 -1.469 -0.118 -0.05
C -3.065 -1.890 0.271 -0.46
O -3.766 -2.606 -0.422 0.06
N -3.470 -1.412 1.475 0.07
C -4.871 -1.279 1.796 -0.16
C -5.255 0.210 1.832 -0.18
N -4.609 0.937 0.754 -0.18
C -4.608 2.375 0.971 -0.17
C -3.802 3.053 -0.138 -0.19
O -4.331 2.759 -1.411 -0.13
C -4.360 1.368 -1.624 -0.18
C -5.181 0.651 -0.553 -0.15
C -1.299 -0.189 0.089 0.05
C -0.026 0.256 -0.348 -0.06
C 0.405 1.587 -0.084 -0.35
O -0.226 2.464 0.478 0.06
N 1.740 1.864 -0.535 0.12
C 2.265 3.085 -0.254 -0.02
C 3.501 3.445 -0.679 -0.05
C 4.256 2.528 -1.444 -0.06
C 3.743 1.300 -1.718 0.01
C 2.459 0.921 -1.241 -0.24
N 2.023 -0.288 -1.478 0.19
C 0.823 -0.656 -0.996 -0.21
N 0.442 -1.936 -1.172 0.04
C 1.408 -2.902 -1.651 -0.13
C 2.166 -3.522 -0.460 -0.11
C 2.828 -2.433 0.331 -0.25
C 4.096 -1.980 0.002 -0.04
C 4.648 -0.869 0.615 -0.03
C 3.918 -0.173 1.571 -0.28
O 4.331 0.971 2.194 -0.09
C 5.620 1.458 1.916 -0.09
C 2.659 -0.645 1.940 0.00
C 2.129 -1.763 1.331 -0.04
H -2.857 -0.771 1.954 0.13
H -5.084 -1.735 2.768 0.12
H -5.424 -1.822 1.027 0.11
H -6.354 0.306 1.809 0.13
H -4.898 0.641 2.772 0.12
H -4.143 2.591 1.935 0.12
H -5.635 2.783 0.973 0.13
H -3.848 4.138 -0.032 0.13
H -2.752 2.732 -0.080 0.11
H -4.802 1.216 -2.610 0.13
H -3.335 0.966 -1.620 0.12
H -5.148 -0.422 -0.742 0.11
H -6.231 0.991 -0.610 0.13
H -1.945 0.539 0.560 0.11
H 1.611 3.725 0.321 0.13
H 3.895 4.417 -0.438 0.11
H 5.234 2.811 -1.803 0.11
H 4.277 0.558 -2.287 0.12
H 2.103 -2.382 -2.310 0.12
H 0.855 -3.678 -2.180 0.11
H 2.902 -4.224 -0.849 0.12
H 1.448 -4.066 0.155 0.11
H 4.662 -2.493 -0.761 0.12
H 5.636 -0.545 0.326 0.11
H 5.738 2.348 2.533 0.10
H 6.391 0.728 2.185 0.10
H 5.729 1.731 0.861 0.08
H 2.111 -0.107 2.697 0.12
H 1.151 -2.114 1.627 0.12

[5]
8
Properties=species:S:1:pos:R:3:lowdin_charge:R:1 method="wB97M-V/def2-TZVPD" charge=0 orbital_gap_ev=8.7 lumo_energy_ev=-1.1 e_homo_ev=-9.8 energy_ev=-10650.9893
C 1.277 2.139 -2.174 0.04
C -2.307 -1.905 0.072 -0.44
N 1.373 1.613 -1.111 -0.11
N 1.399 1.256 0.189 -0.10
N 1.274 0.205 0.918 0.08
O -2.291 -2.860 0.676 0.24
O -2.320 -0.889 -0.494 0.19
H 1.595 0.440 1.925 0.10

[6]
14
Properties=species:S:1:pos:R:3:lowdin_charge:R:1 method="wB97M-V/def2-TZVPD" charge=-1 orbital_gap_ev=8.6 lumo_energy_ev=4.1 e_homo_ev=-4.5 energy_ev=-10384.5758
O -0.331 1.343 -0.145 -0.46
H -0.838 1.976 -0.670 -0.10
O -0.519 -0.716 1.967 -0.12
H -0.530 -0.206 1.091 0.01
H -1.266 -0.434 2.505 0.02
O 1.054 -0.561 -1.967 -0.14
H 0.576 0.099 -2.471 0.00
H 1.096 0.128 -1.193 0.03
O 2.261 1.207 0.756 -0.14
H 1.256 1.220 0.654 -0.02
H 2.631 0.335 0.880 0.00
O -1.968 -1.722 -0.722 -0.08
H -2.158 -1.534 0.227 0.03
H -1.263 -1.135 -0.913 -0.04

[7]
26
Properties=species:S:1:pos:R:3:lowdin_charge:R:1 method="wB97M-V/def2-TZVPD" charge=+1 orbital_gap_ev=12.4 lumo_energy_ev=-2.6 e_homo_ev=-15.1 energy_ev=-14087.7652
C 1.230 -2.603 0.038 -0.09
C 2.178 -1.468 -0.241 -0.15
N 1.452 -0.149 -0.658 0.13
H 1.584 -3.642 -0.233 0.11
H 1.121 -2.927 1.072 0.09
H 0.386 -2.532 -0.595 0.04
H 2.906 -1.238 0.572 0.14
H 2.819 -1.610 -1.139 0.13
H 2.039 0.398 -1.261 0.14
H 1.032 0.340 0.163 0.09
H 0.482 -0.272 -1.117 0.10
H -0.413 3.332 0.041 0.07
H -0.577 2.163 0.875 0.04
O -0.224 2.380 -0.001 -0.06
H -0.796 -0.635 0.816 0.05
H -0.919 0.155 2.046 0.04
O -0.267 -0.011 1.345 -0.06
H -1.188 -0.437 -2.196 0.04
H -1.266 -1.886 -1.694 0.08
O -1.179 -0.975 -1.387 -0.06
H 0.022 1.815 -1.973 0.03
H -0.914 1.539 -3.105 0.08
O -0.179 1.129 -2.630 -0.06
H -2.436 1.896 3.720 0.05
H -2.554 0.366 4.012 0.06
O -2.274 1.020 3.362 -0.04

[8]
17
Properties=species:S:1:pos:R:3:lowdin_charge:R:1 method="wB97M-V/def2-TZVPD" charge=-1 orbital_gap_ev=9.2 lumo_energy_ev=3.9 e_homo_ev=-5.3 energy_ev=-12465.2850
O -1.086 1.925 -0.885 -0.42
H -1.071 2.697 -1.461 -0.07
O -2.219 -0.325 1.283 -0.09
H -1.694 0.340 0.888 -0.04
H -2.548 -0.877 0.494 0.08
O 0.972 1.552 0.698 -0.13
H 0.582 1.729 1.522 0.00
H 0.150 1.832 0.082 0.02
O 0.030 -0.442 -1.516 -0.13
H 0.989 -0.276 -1.525 0.04
H -0.438 0.471 -1.459 0.02
O 2.654 -0.506 0.717 -0.11
H 1.904 0.178 0.580 0.01
H 2.515 -0.730 1.606 -0.02
O -0.581 -2.779 -0.298 -0.11
H 0.270 -2.863 0.086 -0.01
H -0.428 -1.926 -0.812 0.00